1.
Formula: C8H11Cl3Si2
Source: OMol25
Level of theory: wB97M-V/def2-TZVPD

Output
LUMO energy (eV): 0.444
Max |F| (eV Å⁻¹): 3.7
HOMO level (eV): -9.80
M (u): 269.71
Calculated total energy (Eh): -2271.1615
Relative energy (zero: lowest compared OMol25 entry of this formula, charge and spin) (eV): 0.000

Each line ends with the Löwdin charge.
Positions of all 24 atoms, in Å:
C  0.18  3.42  -0.08  -0.22
Si  0.91  1.66  0.20  0.62
C  2.20  1.67  -1.10  -0.20
C  -0.37  0.28  0.09  -0.27
C  -1.75  0.45  0.06  -0.08
C  -2.63  -0.63  -0.02  -0.06
C  -2.04  -1.89  0.03  -0.09
C  -0.65  -2.07  0.14  -0.34
Si  0.24  -3.73  0.53  -0.41
Cl  -0.25  -5.42  -0.64  0.23
Cl  -0.20  -4.12  2.55  0.25
Cl  2.34  -3.55  0.46  0.28
C  0.20  -0.99  0.18  -0.18
H  -0.73  3.66  0.48  0.01
H  0.88  4.18  0.20  0.01
H  0.04  3.53  -1.18  0.04
H  1.39  1.66  1.54  -0.02
H  1.92  2.10  -1.98  0.00
H  3.11  2.13  -0.74  0.04
H  2.37  0.58  -1.27  0.04
H  -2.04  1.48  0.12  0.09
H  -3.71  -0.44  0.07  0.12
H  -2.67  -2.75  -0.06  0.10
H  1.25  -1.20  0.44  0.05


2.
Formula: C45H50N4O6P2S2Se2W
Source: OMol25
Level of theory: wB97M-V/def2-TZVPD

Output
LUMO energy (alpha / beta) (eV): -2.295 / -2.193
Max |F| (eV Å⁻¹): 3.6
HOMO level (alpha / beta) (eV): -6.52 / -6.52
M (u): 1210.76
Calculated total energy (Eh): -8764.2605
Relative energy (zero: lowest compared OMol25 entry of this formula, charge and spin) (eV): 0.619

Each line ends with the Löwdin charge.
Positions of all 112 atoms, in Å:
W  0.33  -0.01  0.26  1.01
Se  -0.73  -1.28  -1.50  0.27
P  -2.81  -1.31  0.82  1.06
Se  0.26  -1.66  1.94  0.40
C  -4.61  -0.99  0.90  -0.45
C  -5.04  0.21  1.47  -0.11
C  -6.39  0.52  1.53  -0.07
C  -7.33  -0.35  1.01  -0.07
C  -6.92  -1.54  0.41  -0.07
C  -5.57  -1.86  0.36  -0.09
C  -2.81  -3.11  1.04  -0.47
C  -1.90  -3.94  0.38  -0.16
C  -1.85  -5.30  0.65  -0.07
C  -2.72  -5.86  1.58  -0.08
C  -3.63  -5.05  2.25  -0.08
C  -3.68  -3.69  1.99  -0.10
H  -4.31  0.91  1.87  0.10
H  -6.70  1.46  1.98  0.11
H  -8.39  -0.11  1.06  0.11
H  -7.65  -2.22  -0.01  0.11
H  -5.26  -2.78  -0.12  0.11
H  -1.24  -3.52  -0.37  0.00
H  -1.14  -5.92  0.13  0.11
H  -2.68  -6.92  1.79  0.11
H  -4.31  -5.48  2.97  0.11
H  -4.38  -3.07  2.53  0.11
O  2.06  0.53  -3.12  0.09
C  1.21  0.98  -2.42  -0.68
O  1.24  0.97  -1.07  -0.44
C  -0.05  1.66  -2.94  -0.24
P  -1.27  1.83  -1.56  1.00
C  -2.85  1.59  -2.47  -0.36
C  -3.92  1.04  -1.77  -0.11
C  -5.17  0.90  -2.37  -0.07
C  -5.36  1.33  -3.67  -0.08
C  -4.29  1.89  -4.37  -0.08
C  -3.05  2.02  -3.78  -0.08
C  -1.52  3.65  -1.33  -0.35
C  -1.15  4.64  -2.24  -0.09
C  -1.45  5.97  -1.98  -0.08
C  -2.11  6.33  -0.81  -0.08
C  -2.50  5.34  0.09  -0.07
C  -2.20  4.01  -0.17  -0.10
H  -0.47  1.04  -3.72  0.09
H  0.24  2.62  -3.38  0.09
H  -3.77  0.73  -0.76  0.04
H  -5.99  0.47  -1.80  0.10
H  -6.33  1.22  -4.15  0.10
H  -4.44  2.23  -5.39  0.10
H  -2.24  2.47  -4.34  0.10
H  -0.64  4.39  -3.16  0.09
H  -1.16  6.73  -2.70  0.10
H  -2.33  7.37  -0.61  0.10
H  -3.02  5.61  1.00  0.11
H  -2.50  3.24  0.54  0.10
C  6.13  -2.57  0.50  -0.07
N  4.92  -2.00  -0.08  -0.03
C  3.64  -2.19  0.30  -0.77
S  2.44  -1.77  -0.84  0.67
N  3.32  -2.71  1.48  -0.03
C  4.11  -2.75  2.70  -0.05
H  6.97  -2.24  -0.11  0.09
H  6.11  -3.66  0.51  0.09
H  6.30  -2.21  1.51  0.07
H  4.98  -1.65  -1.02  0.10
H  2.32  -2.74  1.63  -0.04
H  4.93  -3.46  2.64  0.07
H  3.45  -3.07  3.51  0.09
H  4.50  -1.77  2.96  0.09
C  -1.57  0.73  3.37  -0.12
C  -0.92  1.84  2.64  -0.38
C  -0.84  3.12  3.16  -0.08
C  0.02  3.85  2.34  -0.08
C  0.42  3.00  1.31  -0.37
C  1.44  3.41  0.31  -0.05
N  -0.20  1.77  1.45  -0.08
H  -2.09  1.14  4.24  0.08
H  -0.83  0.01  3.72  0.01
H  -2.29  0.17  2.77  -0.02
H  -1.32  3.45  4.08  0.10
H  0.34  4.87  2.45  0.11
H  1.98  4.27  0.70  0.10
H  2.15  2.64  0.08  0.02
H  1.00  3.72  -0.64  0.07
C  7.97  -0.91  -4.61  -0.05
C  7.22  0.12  -3.81  -0.27
C  5.84  0.04  -3.65  -0.03
C  5.14  1.00  -2.92  -0.04
C  5.85  2.04  -2.35  -0.28
C  7.22  2.16  -2.50  -0.05
C  7.90  1.20  -3.24  -0.04
S  4.99  3.16  -1.28  0.64
O  3.60  2.99  -1.58  -0.28
O  5.59  4.46  -1.33  -0.29
N  5.35  2.54  0.19  -0.13
C  4.64  1.37  0.73  -0.20
C  3.96  1.57  2.09  -0.06
C  2.58  0.93  2.20  -0.60
O  2.02  0.91  3.28  0.07
O  2.16  0.45  1.05  -0.38
H  7.35  -1.79  -4.80  0.07
H  8.87  -1.23  -4.07  0.08
H  8.29  -0.50  -5.57  0.08
H  5.30  -0.78  -4.11  0.12
H  4.06  0.95  -2.81  0.08
H  7.74  3.00  -2.05  0.12
H  8.97  1.28  -3.37  0.11
H  5.71  3.24  0.83  0.12
H  3.88  1.08  0.01  0.09
H  5.35  0.55  0.80  0.10
H  3.82  2.63  2.30  0.13
H  4.56  1.16  2.90  0.12


3.
Formula: C49H53F3MnO5S3SbSi
Source: OMol25
Level of theory: wB97M-V/def2-TZVPD

Output
LUMO energy (alpha / beta) (eV): -6.050 / -4.400
Spin multiplicity: 4
Max |F| (eV Å⁻¹): 1.8
Charge: +1
HOMO level (alpha / beta) (eV): -11.00 / -11.09
M (u): 1079.94
Calculated total energy (Eh): -5449.9615
Relative energy (zero: lowest compared OMol25 entry of this formula, charge and spin) (eV): 0.548

Each line ends with the Löwdin spin population.
Positions of all 116 atoms, in Å:
Mn  0.87  -0.67  0.76  3.12
C  4.99  2.29  3.64  0.00
C  3.91  1.74  2.70  0.00
C  4.32  0.35  2.23  0.00
C  3.70  2.69  1.52  0.00
O  2.71  1.63  3.47  0.00
Si  1.12  1.57  3.21  0.01
O  0.76  0.48  1.97  0.00
O  0.37  1.10  4.56  0.00
C  0.74  0.28  5.69  0.00
C  -0.43  0.37  6.65  0.00
C  0.96  -1.15  5.23  0.00
C  2.00  0.82  6.37  0.00
O  0.63  3.00  2.67  -0.01
C  -0.61  3.71  2.66  0.00
C  -0.90  4.23  4.06  0.00
C  -1.72  2.77  2.19  0.00
C  -0.44  4.86  1.68  0.00
H  5.92  2.41  3.10  0.00
H  5.14  1.61  4.47  0.00
H  4.68  3.26  4.04  0.00
H  5.14  0.42  1.51  0.00
H  3.48  -0.15  1.76  0.00
H  4.65  -0.25  3.08  0.00
H  4.62  2.80  0.95  0.00
H  3.39  3.67  1.88  0.00
H  2.92  2.29  0.86  0.00
H  -1.35  0.09  6.14  0.00
H  -0.54  1.39  7.03  0.00
H  -0.28  -0.30  7.50  0.00
H  0.03  -1.58  4.86  0.00
H  1.33  -1.76  6.06  0.00
H  1.70  -1.18  4.43  0.00
H  1.87  1.89  6.58  0.00
H  2.86  0.71  5.73  0.00
H  2.17  0.29  7.31  0.00
H  -0.99  3.40  4.76  0.00
H  -1.82  4.81  4.07  0.00
H  -0.08  4.87  4.38  0.00
H  -1.91  2.01  2.95  0.00
H  -1.41  2.26  1.27  0.00
H  -2.64  3.32  2.00  0.00
H  0.37  5.51  2.00  0.00
H  -1.36  5.45  1.65  0.00
H  -0.22  4.49  0.68  0.00
F  -7.42  -4.86  0.45  0.00
C  -6.33  -4.08  0.44  0.00
C  -5.36  -4.27  1.41  0.00
C  -4.24  -3.46  1.40  0.00
C  -4.10  -2.46  0.44  0.02
C  -5.07  -2.32  -0.55  0.00
C  -6.19  -3.13  -0.55  0.00
Sb  -2.44  -1.07  0.63  0.04
C  -3.27  -0.41  2.50  0.01
C  -4.05  0.73  2.63  0.00
C  -4.67  1.03  3.83  0.00
C  -4.50  0.17  4.90  0.00
F  -5.09  0.45  6.07  0.00
C  -3.73  -0.98  4.80  0.00
C  -3.10  -1.25  3.60  0.00
C  -3.14  0.44  -0.74  0.00
C  -2.25  0.86  -1.72  0.00
C  -2.65  1.76  -2.70  0.00
C  -3.95  2.22  -2.68  0.00
F  -4.34  3.08  -3.63  0.00
C  -4.86  1.82  -1.72  0.00
C  -4.45  0.92  -0.75  0.00
H  -5.50  -5.04  2.16  0.00
H  -3.48  -3.61  2.15  0.00
H  -4.95  -1.58  -1.32  0.00
H  -6.96  -3.03  -1.31  0.00
H  -4.18  1.40  1.79  0.00
H  -5.30  1.90  3.95  0.00
H  -3.63  -1.64  5.66  0.00
H  -2.49  -2.14  3.52  0.00
H  -1.24  0.48  -1.73  0.00
H  -1.97  2.09  -3.48  0.00
H  -5.87  2.20  -1.75  0.00
H  -5.16  0.59  -0.01  0.00
C  3.61  1.80  -2.24  0.02
C  4.03  0.56  -1.78  -0.01
C  3.18  -0.22  -1.00  0.00
C  1.91  0.25  -0.67  -0.14
C  1.49  1.49  -1.15  0.00
C  2.34  2.26  -1.93  -0.01
H  4.28  2.40  -2.84  0.00
H  5.02  0.18  -2.02  0.00
H  3.52  -1.19  -0.66  0.00
H  0.50  1.87  -0.93  0.00
H  2.01  3.23  -2.29  0.00
O  0.65  -2.22  0.22  -0.08
C  1.21  -3.54  0.06  0.01
C  2.53  -3.60  0.81  0.00
C  3.79  -3.78  0.32  0.00
C  4.79  -3.70  1.33  0.00
C  4.27  -3.45  2.56  0.00
S  2.56  -3.32  2.52  0.01
C  1.44  -3.77  -1.42  -0.01
C  1.46  -2.85  -2.42  0.00
C  1.76  -3.44  -3.68  0.00
C  1.95  -4.78  -3.60  0.00
S  1.75  -5.36  -2.00  0.00
C  0.19  -4.54  0.56  0.00
C  -1.08  -4.67  0.07  0.00
C  -1.78  -5.76  0.64  0.00
C  -1.02  -6.45  1.54  0.00
S  0.54  -5.77  1.72  0.00
H  4.01  -3.98  -0.72  0.00
H  5.84  -3.83  1.13  0.00
H  4.80  -3.37  3.50  0.00
H  1.28  -1.80  -2.27  0.00
H  1.83  -2.88  -4.61  0.00
H  2.20  -5.47  -4.39  0.00
H  -1.49  -4.02  -0.69  0.00
H  -2.79  -6.03  0.38  0.00
H  -1.28  -7.33  2.11  0.00


4.
Formula: C2H8O2
Source: OMol25
Level of theory: wB97M-V/def2-TZVPD

Output
LUMO energy (eV): 0.839
Max |F| (eV Å⁻¹): 2.3
HOMO level (eV): -10.21
M (u): 64.08
Calculated total energy (Eh): -231.4201
Relative energy (zero: lowest compared OMol25 entry of this formula, charge and spin) (eV): 1.150

Each line ends with the Löwdin charge.
Positions of all 12 atoms, in Å:
C  -1.96  0.00  0.74  -0.17
O  -1.80  -1.23  0.03  -0.13
H  -2.86  0.60  0.52  0.09
H  -1.81  -0.14  1.79  0.07
H  -1.07  0.62  0.53  0.06
H  -2.70  -1.32  -0.36  0.09
C  1.71  0.18  -0.28  -0.14
O  3.07  0.41  -0.69  -0.15
H  1.40  0.97  0.37  0.06
H  1.14  0.15  -1.21  0.08
H  1.80  -0.80  0.21  0.09
H  3.09  0.56  -1.65  0.06


5.
Formula: C3H6O
Source: OMol25
Level of theory: wB97M-V/def2-TZVPD

Output
LUMO energy (eV): 1.166
Max |F| (eV Å⁻¹): 6.3
HOMO level (eV): -10.31
M (u): 58.08
Calculated total energy (Eh): -193.0602
Relative energy (zero: lowest compared OMol25 entry of this formula, charge and spin) (eV): 2.258

Each line ends with the Löwdin charge.
Positions of all 10 atoms, in Å:
C  -0.75  -0.62  0.68  -0.07
C  -0.13  0.51  0.08  -0.40
C  0.96  0.42  -0.76  -0.21
O  -0.18  0.95  -1.29  0.01
H  -1.00  -1.50  0.01  0.11
H  -1.80  -0.41  1.04  0.10
H  -0.19  -1.06  1.47  0.07
H  0.03  1.25  0.80  0.13
H  1.34  -0.65  -1.17  0.16
H  1.73  1.11  -0.86  0.09


6.
Formula: C3H6InO
Source: OMol25
Level of theory: wB97M-V/def2-TZVPD

Output
LUMO energy (eV): -21.650
Max |F| (eV Å⁻¹): 5.4
Charge: +3
HOMO level (eV): -26.51
M (u): 172.90
Calculated total energy (Eh): -381.6908
Relative energy (zero: lowest compared OMol25 entry of this formula, charge and spin) (eV): 2.754

Each line ends with the Löwdin charge.
Positions of all 11 atoms, in Å:
In  -2.30  -1.97  1.18  2.08
C  0.11  0.93  0.92  0.11
C  0.00  -0.33  0.12  -0.28
O  -0.54  -1.34  0.58  0.00
C  0.43  -0.30  -1.29  0.13
H  1.17  1.06  1.15  0.18
H  -0.35  0.95  1.92  0.13
H  -0.22  1.85  0.42  0.16
H  0.61  0.70  -1.67  0.16
H  -0.29  -0.75  -1.97  0.15
H  1.39  -0.81  -1.35  0.17


> What is the M in the third record?

1079.94 u